No. 1
This record from the Open Molecules 2025 dataset describes an isolated ion of composition C4H10NS and charge -1. The level of theory is ωB97M-V/def2-TZVPD.

ORCA input file:
```
! wB97M-V def2-TZVPD RIJCOSX def2/J DEFGRID3
* xyz -1 1
C 1.963 0.148 0.444
N 0.678 -0.445 0.762
C -0.343 -0.204 -0.277
C -0.587 1.302 -0.380
C -1.614 -0.988 0.033
S -2.493 -1.636 -1.405
H 2.045 1.160 0.828
H 2.179 0.181 -0.645
H 2.766 -0.431 0.906
H 0.792 -1.450 0.810
H 0.090 -0.512 -1.234
H 0.201 1.793 -0.948
H -1.526 1.491 -0.892
H -0.602 1.724 0.631
H -2.223 -0.327 0.663
H -1.327 -1.806 0.703
*
```

Computed properties:
Kohn-Sham gap   5.996 eV
Lowest unoccupied orbital energy   3.7 eV
Relative energy (zero: lowest compared OMol25 entry of this formula, charge and spin)   1.7 kcal/mol
HOMO energy   -2.27 eV

No. 2
This record from the Open Molecules 2025 dataset describes an isolated ion of composition C4H10NS and charge +1 in a non-equilibrium geometry. The level of theory is ωB97M-V/def2-TZVPD.

ORCA input file:
```
! wB97M-V def2-TZVPD RIJCOSX def2/J DEFGRID3
* xyz 1 1
C -0.985 -1.737 1.881
C -0.640 -0.627 1.036
C 0.711 -0.035 0.629
N 0.594 1.001 -0.299
C 0.202 0.534 -1.679
S 0.287 1.764 -3.005
H -1.314 -1.234 2.772
H -0.201 -2.452 2.072
H -1.795 -2.309 1.497
H -1.466 0.044 0.590
H 1.750 -0.471 0.783
H -0.050 1.777 -0.018
H 1.534 1.457 -0.484
H 0.961 -0.358 -1.714
H -0.900 0.192 -1.639
H 1.311 2.452 -2.422
*
```

Computed properties:
Kohn-Sham gap   9.863 eV
Lowest unoccupied orbital energy   -4.0 eV
Relative energy (zero: lowest compared OMol25 entry of this formula, charge and spin)   65.7 kcal/mol
HOMO energy   -13.84 eV

No. 3
This record from the Open Molecules 2025 dataset describes a 2-piece molecular cluster, C4H10NS overall in a non-equilibrium geometry. The level of theory is ωB97M-V/def2-TZVPD.

ORCA input file:
```
! wB97M-V def2-TZVPD RIJCOSX def2/J DEFGRID3
* xyz 1 1
C 0.517 0.313 -1.237
C -0.499 0.952 -2.105
C -1.127 -1.026 1.041
C -0.140 0.186 1.054
N 1.068 -0.055 1.545
S 1.995 -0.092 -1.515
H -0.913 1.747 -1.486
H -0.100 1.213 -3.081
H -1.364 0.235 -2.219
H -1.399 -1.191 2.077
H -0.622 -1.886 0.506
H -2.034 -0.511 0.559
H -0.637 1.196 1.375
H 1.599 0.543 2.168
H 2.279 -0.608 -0.147
H 1.380 -1.017 1.464
*
```

Computed properties:
Kohn-Sham gap   8.754 eV
Lowest unoccupied orbital energy   -4.4 eV
Relative energy (zero: lowest compared OMol25 entry of this formula, charge and spin)   82.5 kcal/mol
HOMO energy   -13.11 eV

No. 4
This record from the Open Molecules 2025 dataset describes an isolated ion of composition C4H10NS and charge +1 in a non-equilibrium geometry. The level of theory is ωB97M-V/def2-TZVPD.

ORCA input file:
```
! wB97M-V def2-TZVPD RIJCOSX def2/J DEFGRID3
* xyz 1 3
C 1.416 0.392 -0.313
C 0.439 -0.120 0.449
C 2.827 0.181 0.028
C -1.884 -0.697 -0.083
N -0.845 0.341 0.284
S -3.614 0.149 0.033
H 1.170 1.046 -1.228
H 0.463 -0.908 1.247
H 3.000 1.056 0.641
H 3.592 0.201 -0.753
H 2.910 -0.624 0.690
H -1.605 -1.007 -1.217
H -1.811 -1.580 0.543
H -1.170 0.831 1.183
H -0.761 0.938 -0.437
H -4.127 -0.198 -1.068
*
```

Computed properties:
Kohn-Sham gap (spin up / spin down)   4.955 / 3.778 eV
Lowest unoccupied orbital energy (spin up / spin down)   -3.7 / -9.0 eV
Relative energy (zero: lowest compared OMol25 entry of this formula, charge and spin)   81.7 kcal/mol
HOMO energy (spin up / spin down)   -8.62 / -12.79 eV

No. 5
This record from the Open Molecules 2025 dataset describes one molecule with the formula C4H10O in a non-equilibrium geometry. The level of theory is ωB97M-V/def2-TZVPD.

ORCA input file:
```
! wB97M-V def2-TZVPD RIJCOSX def2/J DEFGRID3
* xyz 0 1
C 1.891 0.284 0.203
C 0.701 -0.763 -0.107
C -0.532 0.121 -0.331
C -1.918 -0.432 0.002
O -0.270 1.192 0.580
H 1.835 0.977 1.067
H 2.038 0.986 -0.644
H 2.779 -0.311 0.333
H 0.952 -1.369 -1.002
H 0.476 -1.546 0.652
H -0.503 0.444 -1.386
H -2.377 -1.010 -0.806
H -1.895 -1.051 0.907
H -2.561 0.431 0.211
H -0.617 2.045 0.321
*
```

Computed properties:
Kohn-Sham gap   11.142 eV
Lowest unoccupied orbital energy   1.0 eV
Relative energy (zero: lowest compared OMol25 entry of this formula, charge and spin)   23.0 kcal/mol
HOMO energy   -10.18 eV

No. 6
This record from the Open Molecules 2025 dataset describes a 2-piece molecular cluster, C4H10O overall in a non-equilibrium geometry. The level of theory is ωB97M-V/def2-TZVPD.

ORCA input file:
```
! wB97M-V def2-TZVPD RIJCOSX def2/J DEFGRID3
* xyz 0 1
C -1.528 -1.368 -0.020
C -1.390 -0.095 0.264
C -2.308 0.892 -0.262
H -2.405 -1.784 -0.680
H -0.823 -2.243 0.227
H -0.535 0.152 0.718
H -3.263 0.521 -0.593
H -1.801 1.636 -0.879
H -2.548 1.464 0.565
C 2.539 0.440 0.164
O 3.653 -0.273 -0.198
H 1.792 -0.153 0.497
H 2.200 0.905 -0.656
H 2.864 1.093 0.879
H 3.553 -1.189 -0.027
*
```

Computed properties:
Kohn-Sham gap   10.612 eV
Lowest unoccupied orbital energy   0.9 eV
Relative energy (zero: lowest compared OMol25 entry of this formula, charge and spin)   62.4 kcal/mol
HOMO energy   -9.72 eV

No. 7
This record from the Open Molecules 2025 dataset describes C4H10O as an isolated structure. The level of theory is ωB97M-V/def2-TZVPD.

ORCA input file:
```
! wB97M-V def2-TZVPD RIJCOSX def2/J DEFGRID3
* xyz 0 1
C -1.725 -0.236 -1.110
C -0.810 0.103 0.050
C 0.544 0.461 -0.180
C 1.300 1.340 0.767
O 1.187 -1.243 0.387
H -1.188 -0.801 -1.883
H -2.156 0.651 -1.594
H -2.560 -0.864 -0.781
H -1.276 0.575 0.917
H -0.039 -1.015 0.452
H 0.934 0.415 -1.198
H 1.099 2.388 0.511
H 0.963 1.171 1.794
H 2.376 1.164 0.717
H 1.354 -1.809 -0.385
*
```

Computed properties:
Kohn-Sham gap   9.145 eV
Lowest unoccupied orbital energy   1.0 eV
Relative energy (zero: lowest compared OMol25 entry of this formula, charge and spin)   72.7 kcal/mol
HOMO energy   -8.12 eV

No. 8
This record from the Open Molecules 2025 dataset describes a 2-piece molecular cluster, C4H10O overall in a non-equilibrium geometry. The level of theory is ωB97M-V/def2-TZVPD.

ORCA input file:
```
! wB97M-V def2-TZVPD RIJCOSX def2/J DEFGRID3
* xyz 0 1
C -2.624 0.171 2.534
C -2.158 0.608 1.156
C -1.948 -0.223 0.148
C -1.393 0.258 -1.177
H -2.957 1.046 3.092
H -3.410 -0.582 2.512
H -1.786 -0.210 3.074
H -2.090 1.687 1.041
H -2.000 -1.281 0.381
H -1.181 1.310 -1.048
H -0.546 -0.334 -1.523
H -2.146 0.154 -1.964
O 6.503 -0.679 -2.202
H 7.083 -1.154 -1.593
H 6.318 0.146 -1.721
*
```

Computed properties:
Kohn-Sham gap   10.224 eV
Lowest unoccupied orbital energy   1.1 eV
Relative energy (zero: lowest compared OMol25 entry of this formula, charge and spin)   22.6 kcal/mol
HOMO energy   -9.16 eV

- What is the formula in the first record?
  C4H10NS

- Which value of relative energy (zero: lowest compared OMol25 entry of this formula, charge and spin) does entry 3 give?
  82.5 kcal/mol

- What is the relative energy (zero: lowest compared OMol25 entry of this formula, charge and spin) in the first record?
  1.7 kcal/mol

- relative energy (zero: lowest compared OMol25 entry of this formula, charge and spin) of number 5 (C4H10O)?
  23.0 kcal/mol